No. 1
C23H68NO19 | the ωB97M-V functional and the def2-TZVPD basis

```
111
Properties=species:S:1:pos:R:3:forces:R:3
C 1.5441 -1.1375 -1.0847 -1.73 1.70 -6.34
N 0.1888 -0.5048 -1.2912 -0.96 -0.69 4.35
C 0.2549 0.3936 -2.3854 8.70 0.92 1.20
C -0.8669 -1.5040 -1.5616 -3.25 2.30 1.52
C -0.2843 0.2851 0.0318 0.38 2.64 -0.54
C -0.3128 -0.5251 1.3553 -0.94 2.51 -2.94
O -0.4669 0.3270 2.4168 0.88 2.28 -0.88
H 2.2398 -0.4595 -0.7922 1.81 2.67 0.48
H 1.8095 -1.5127 -2.1238 -0.02 0.26 1.38
H 1.5954 -1.8300 -0.4145 -0.60 -4.63 3.90
H 0.9865 1.3174 -2.2067 -0.99 -2.11 0.33
H -0.5232 0.8761 -2.5167 -8.07 3.87 -1.36
H 0.6431 0.0029 -3.2718 0.25 -1.33 -1.29
H -1.8264 -0.9579 -1.9256 1.19 -0.29 1.83
H -1.1175 -2.3000 -0.8576 0.61 0.57 0.24
H -0.7239 -1.8174 -2.4778 1.80 -2.78 -4.52
H -1.3265 0.8522 -0.1453 2.43 -1.55 -0.02
H 0.5775 1.0849 0.1051 -1.83 -1.34 0.10
H 0.4710 -1.1536 1.2874 3.67 -1.72 0.78
H -1.0776 -1.1796 1.4324 -3.09 -2.19 -0.69
H -0.4821 -0.2711 3.1212 -0.07 -1.22 2.59
C -4.4545 -0.2733 1.5210 0.90 -2.18 0.15
C -4.0225 -1.5107 2.4804 0.82 2.86 -0.70
O -5.0573 -1.5248 3.4614 6.68 0.99 3.29
O -3.5216 -0.2468 0.4261 -3.51 3.11 -4.10
H -4.2369 0.6091 2.0800 -0.60 0.73 0.72
H -5.5376 -0.3385 1.1619 1.39 -0.07 0.64
H -2.8947 -1.2079 2.8863 -3.26 -0.92 -0.50
H -3.9394 -2.4493 1.9190 -0.05 0.14 0.11
H -5.8009 -1.7126 3.0489 -5.54 -1.48 -2.98
H -4.1264 0.4231 -0.3449 3.24 -3.05 3.28
C -3.1122 3.7102 -0.0142 -2.91 -4.07 -0.97
C -4.5039 3.7069 0.7054 0.98 0.72 0.44
O -4.1945 3.8070 2.1061 -0.76 -1.41 0.46
O -3.3996 3.3925 -1.3865 -0.92 1.12 -1.97
H -2.3961 2.8832 0.3158 -0.96 1.49 -0.02
H -2.8007 4.6646 -0.0241 2.02 3.18 0.73
H -5.1682 2.8586 0.3167 0.93 1.01 0.95
H -4.9515 4.7090 0.5447 -0.29 -0.76 -0.91
H -4.9028 3.4044 2.6461 0.53 0.37 -0.41
H -3.9070 4.1341 -1.8935 1.48 -1.80 1.70
C -1.8445 2.1649 5.9939 3.72 3.55 -4.66
C -0.3282 1.9715 6.0391 0.93 -1.63 0.46
O 0.3506 2.6613 7.0433 3.42 2.17 0.91
O -2.3597 1.4272 4.9698 -0.90 -1.81 -1.05
H -2.2038 3.1907 5.8693 0.88 0.65 -0.22
H -2.2669 1.9649 6.8072 -3.34 -2.64 6.91
H 0.0581 2.1755 5.0441 0.21 0.06 -0.30
H -0.0798 0.9238 6.3400 -0.84 0.04 -1.14
H 1.4176 2.7225 6.9647 -4.16 -0.54 -0.25
H -1.9101 1.7095 4.1819 0.12 0.07 -0.82
C 4.2848 1.0590 -3.2193 -0.06 1.60 -0.69
C 5.7464 1.5061 -3.4384 -3.70 2.91 0.73
O 6.4763 0.7259 -2.6248 3.28 1.71 2.59
O 4.2986 -0.4464 -3.2513 -0.54 1.82 0.03
H 3.6367 1.5993 -4.0173 0.68 -1.54 1.03
H 4.0221 1.6078 -2.2438 -0.21 -2.12 -0.84
H 5.6949 2.7775 -3.3215 0.99 -3.80 -0.06
H 5.9503 1.1823 -4.3873 0.87 0.33 -3.25
H 6.1747 -0.1514 -2.7129 -0.63 -1.52 0.10
H 4.8236 -0.7511 -4.0262 -0.71 0.67 0.45
C -0.3374 -3.4447 4.3473 1.92 -0.94 1.90
C -0.6447 -3.8534 5.7286 -3.70 -0.57 2.10
O -0.2895 -5.1678 6.0501 -0.28 -0.54 3.90
O -0.6977 -2.1139 4.2721 6.14 0.44 -4.30
H -0.5878 -3.9956 3.5146 -1.86 -1.37 -1.69
H 0.7558 -3.7707 4.3812 -0.34 1.89 -0.39
H -1.7376 -3.7697 6.1274 1.03 0.31 -1.50
H -0.1841 -3.0788 6.3115 0.94 0.18 0.66
H -0.5711 -5.2450 7.0863 1.25 -0.10 -3.90
H -1.4318 -1.8647 4.6776 -5.16 0.95 3.12
C 2.0322 -3.4262 -4.3741 -2.12 -1.82 -2.82
C 3.5118 -3.8388 -4.4071 -3.11 -2.82 -0.51
O 3.7889 -5.1955 -4.3606 -3.68 -0.19 0.40
O 1.8827 -2.0409 -4.6434 -0.85 -0.32 2.42
H 1.3403 -3.5788 -3.4890 1.68 -0.25 -0.48
H 1.5636 -4.0483 -5.1988 -0.09 0.70 0.74
H 3.7334 -3.1754 -3.7474 3.14 2.96 6.11
H 4.0306 -3.4383 -5.1575 1.17 1.66 -4.28
H 4.6515 -5.4593 -4.2144 2.78 -0.17 0.49
H 2.2399 -1.7484 -5.4446 0.93 0.22 -1.96
C -1.4832 3.7204 -4.6258 3.11 -1.14 -1.52
C -2.1650 2.3317 -4.7615 1.71 -0.50 3.23
O -1.1475 1.3113 -4.9939 -0.55 0.35 0.45
O -2.4001 4.7205 -4.6356 -1.84 1.05 1.47
H -0.7597 4.0222 -5.5175 -1.05 -1.72 1.43
H -0.7900 3.7432 -3.7522 -0.75 -0.03 -0.15
H -2.7260 2.2975 -5.6031 -2.25 0.46 -2.43
H -2.8510 2.0596 -3.8291 1.55 0.75 -1.71
H -1.5170 0.7684 -5.6990 0.34 -0.09 0.14
H -2.2718 5.1731 -5.4467 -0.31 0.85 -0.82
C 2.5528 -5.2826 -0.0782 4.35 2.58 0.58
C 1.4545 -5.2779 1.0964 2.65 0.62 -3.99
O 0.4540 -4.4026 0.7625 0.63 3.34 1.23
O 3.6510 -6.2207 0.0401 -1.14 -1.21 1.65
H 3.2941 -4.2354 -0.0469 -3.02 -1.90 0.07
H 2.2352 -5.3688 -1.0834 -1.32 0.10 -0.89
H 2.0230 -5.0025 1.9125 0.51 0.91 2.11
H 1.0179 -6.1756 1.2266 -0.81 -3.56 0.55
H -0.2263 -4.7610 0.2524 -1.30 -1.35 -1.12
H 4.3191 -6.2281 -0.6511 -0.58 0.58 -0.25
C 2.0526 3.9917 0.1499 0.57 3.60 -0.76
C 1.0385 5.0970 0.5585 -0.71 -7.04 2.56
O 0.9859 4.8038 1.9264 -5.61 3.23 3.21
O 1.8374 3.7549 -1.1849 -0.24 -2.08 -2.90
H 2.1112 3.0651 0.7439 -0.56 0.58 -0.32
H 3.0158 4.5590 0.1988 -0.13 -0.88 0.69
H 0.0274 5.0533 0.2582 -1.30 -1.44 -1.46
H 1.2228 5.9808 0.2055 2.55 5.65 -1.15
H -0.0920 5.1718 2.2025 5.22 -1.69 -0.54
H 1.7715 4.5385 -1.7474 0.16 -0.08 0.66
```
Forces are in eV/Å.

Output
F_max in hartree/bohr: 0.1761
E_LUMO in eV: -1.93
Orbital gap in eV: 9.518
Charge: +1
HOMO level in Eh: -0.4206
Molecular weight in g mol⁻¹: 662.79
DFT total energy in hartree: -2400.4384

***

No. 2
C23H68O11 | the ωB97M-V functional and the def2-TZVPD basis

```
102
Properties=species:S:1:pos:R:3:forces:R:3
C 10.9739 26.3986 33.7833 1.34 0.59 0.80
C 11.6044 25.1094 34.2799 -0.23 -1.24 -0.41
C 10.6328 23.9486 34.0703 -0.57 -0.86 0.26
O 12.8066 24.8461 33.5011 -0.55 -0.08 0.10
H 11.6220 27.1968 34.1643 0.04 0.19 -0.52
H 10.0081 26.6766 34.2005 -0.24 -0.60 -0.12
H 10.9948 26.3811 32.6959 -0.25 0.15 -0.02
H 11.9494 25.1380 35.3182 -0.42 0.29 0.13
H 9.7674 23.9986 34.7414 0.05 0.56 -0.27
H 10.9566 22.9221 34.2802 0.87 0.29 0.13
H 10.2885 23.8803 33.0343 -0.15 0.43 0.04
H 12.9520 23.8922 33.6372 0.18 0.15 0.05
C 10.9944 19.3409 33.7576 0.18 0.43 0.28
C 11.4451 19.1607 35.2135 0.07 -0.77 -2.00
C 12.5345 18.1076 35.3580 -0.04 -0.91 1.30
O 11.9907 20.4190 35.5996 -0.74 -0.17 0.91
H 10.5957 18.4093 33.3598 0.15 -0.01 -0.10
H 11.8295 19.7127 33.1565 0.06 -0.33 -0.11
H 10.2215 20.1078 33.6780 -0.11 -0.08 0.25
H 10.5480 18.8117 35.7385 0.16 0.61 0.56
H 13.5242 18.5240 35.1860 -0.01 0.00 -0.27
H 12.4166 17.1479 34.8467 -0.24 0.47 -0.66
H 12.5136 17.7339 36.3937 0.28 0.43 0.09
H 12.1103 20.4032 36.5597 0.16 0.20 -0.19
C 9.6826 31.7081 34.6115 0.30 -0.04 1.10
C 9.2846 30.4670 35.4579 1.01 0.24 -1.79
C 8.2715 29.6388 34.6966 -0.06 -0.71 0.29
O 10.4829 29.6609 35.5237 0.10 -0.37 0.42
H 10.4016 32.2319 35.2533 -0.19 0.51 -0.24
H 8.8634 32.3662 34.3247 -0.06 -0.01 0.27
H 10.2400 31.4538 33.7098 -0.22 -0.46 -0.03
H 9.0420 30.7382 36.4868 -0.55 0.09 -0.17
H 7.3817 30.2167 34.4551 -0.06 -0.05 0.06
H 7.9980 28.7109 35.2075 -0.19 0.28 0.34
H 8.7187 29.2572 33.7754 0.12 0.46 -0.12
H 11.2377 30.2343 35.7046 -0.06 0.08 -0.14
C 17.3710 26.7157 34.5044 -0.68 -0.19 -0.65
C 16.1597 25.7810 34.6245 -0.33 1.49 0.34
C 15.7411 25.6049 36.0905 1.44 -1.95 -0.42
O 15.0538 26.4122 33.9539 0.09 -0.65 -0.30
H 17.2251 27.3088 33.5994 0.02 0.13 0.10
H 18.2665 26.1251 34.3189 0.24 0.18 0.54
H 17.4117 27.3834 35.3615 0.43 0.01 -0.02
H 16.4560 24.8712 34.0938 -0.52 -0.34 0.32
H 15.7772 26.5273 36.6598 -0.49 0.17 -0.16
H 16.4965 24.9357 36.5356 0.01 0.26 0.18
H 14.8360 25.0023 36.1720 -0.36 0.53 0.05
H 14.3499 25.7365 33.8540 -0.10 0.40 -0.06
C 12.1555 29.4314 31.3905 -0.74 -0.44 0.75
C 11.0234 29.1845 30.3994 0.95 1.48 -0.84
C 9.8831 30.1774 30.4713 -0.20 0.64 0.94
O 11.6184 29.3325 29.0884 -0.51 -1.24 -0.42
H 12.5155 30.4608 31.3664 0.12 -0.01 -0.24
H 12.9483 28.7191 31.1780 0.22 0.21 -0.04
H 11.8474 29.2420 32.4261 -0.09 0.02 -0.07
H 10.6542 28.1666 30.5170 0.08 -0.09 -0.38
H 10.2182 31.2060 30.2957 0.40 -0.12 0.09
H 9.4863 30.1755 31.4943 -0.31 -0.04 -0.19
H 9.0827 30.0589 29.7430 0.03 -0.60 0.06
H 12.1579 30.1224 29.0357 0.00 0.18 0.39
C 6.2866 22.2834 36.3017 0.29 -0.50 0.21
C 7.6611 21.8844 35.8425 1.29 -0.61 0.01
C 8.5157 21.1772 36.9003 -0.91 0.11 1.06
O 7.6472 21.0662 34.6718 0.02 0.10 -0.58
H 6.5085 23.0665 37.0277 -0.87 -0.04 0.25
H 5.7863 21.4027 36.7202 0.04 0.25 0.47
H 5.6246 22.6180 35.5057 0.33 0.42 -0.12
H 8.2669 22.7823 35.6777 -0.39 -0.04 -0.94
H 7.9803 20.3506 37.3823 0.00 -0.10 -0.22
H 8.7034 21.8928 37.7089 0.18 -0.06 -0.03
H 9.4678 20.8078 36.5313 -0.02 0.18 -0.33
H 6.8655 20.5045 34.6719 -0.04 0.08 0.24
C 14.0580 29.4737 34.5340 -1.41 -0.80 -0.34
O 14.7473 29.1181 33.3571 0.42 0.40 0.21
H 14.5678 29.3334 35.4931 0.43 0.08 -0.24
H 13.6434 30.4822 34.4666 0.41 0.14 -0.10
H 13.1821 28.8060 34.5396 -0.14 0.24 0.58
H 14.6936 28.1493 33.3289 0.45 0.02 -0.01
C 9.3675 21.5208 31.1432 -0.61 -0.18 0.09
O 8.2438 21.9294 31.9115 -0.33 0.24 -0.47
H 10.1920 21.3439 31.8314 0.47 0.18 -0.43
H 9.1919 20.6286 30.5319 -0.15 -0.20 0.30
H 9.5220 22.3049 30.4050 0.48 0.21 0.31
H 7.9622 21.2614 32.5451 0.29 0.06 0.17
C 7.0341 24.5222 33.6014 -0.72 -1.06 -0.48
O 7.2309 24.8694 32.2481 0.11 0.83 -0.08
H 6.2005 25.0802 34.0279 0.27 0.55 -0.14
H 6.6545 23.4944 33.5964 0.40 -0.18 0.45
H 7.9362 24.6082 34.2079 -0.13 0.10 0.02
H 7.7812 24.1964 31.8343 -0.07 -0.24 0.20
C 14.2273 21.9599 32.9268 -0.17 -0.67 -0.14
O 13.5567 22.1535 34.1618 0.37 0.27 -0.06
H 14.9687 21.1553 32.9635 0.02 0.03 0.18
H 13.5043 21.6896 32.1496 0.11 0.19 -0.16
H 14.7504 22.8724 32.6496 -0.14 0.11 0.05
H 13.1238 21.3397 34.4693 -0.01 0.22 -0.01
C 12.3158 27.7295 37.8330 0.59 -0.39 0.92
O 11.1512 28.4692 38.1130 -0.07 0.03 0.13
H 12.3331 26.7878 38.3958 -0.72 -0.24 -0.41
H 12.4425 27.5419 36.7685 0.19 -0.04 -0.03
H 13.2120 28.1672 38.2942 0.01 0.67 -0.61
H 10.8743 28.9195 37.3040 -0.08 -0.16 -0.09
```
Forces are in eV/Å.

Output
Structure (SMILES): CC(C)O.CC(C)O.CC(C)O.CC(C)O.CC(C)O.CC(C)O.CO.CO.CO.CO.CO
F_max in hartree/bohr: 0.0479
E_LUMO in eV: 0.25
Orbital gap in eV: 9.705
Charge: 0
HOMO level in Eh: -0.3473
Molecular weight in g mol⁻¹: 520.79
DFT total energy in hartree: -1744.6096